(1)
The following is a quantum chemistry calculation of a cluster of 2 separate species, C18H27NO8 in total, from OMol25.

Each line ends with the Mulliken charge.
Geometry (Å):
O 1.217 -3.540 -2.062  -0.4747
O 4.412 -7.116 -4.660  -0.5682
O 2.034 0.711 -2.067  -0.5274
O 5.393 -4.911 -3.736  -0.6245
O -1.164 3.419 -0.464  -0.6315
O 0.248 -5.765 -2.943  -0.6449
O -2.178 3.572 1.530  -0.3343
O 1.398 -0.651 -0.391  -0.1656
N -1.319 1.550 0.861  0.6648
C -3.672 0.703 0.354  -0.3205
C -0.871 5.659 1.601  -0.4315
C 3.562 -6.315 -4.040  0.2731
C 0.303 1.072 2.655  -0.6854
C -1.521 2.906 0.561  0.1698
C 2.071 -4.346 -2.673  0.1779
C -4.136 -0.251 1.464  -1.1799
C -1.168 1.185 2.278  -0.7206
C 1.437 -5.629 -3.170  1.0343
C -2.223 5.005 1.396  -0.6724
C 3.372 -4.070 -2.842  -0.8987
C 1.491 -0.278 -1.669  0.0993
C -0.185 5.198 2.888  -0.7492
C 4.200 -5.037 -3.529  1.0477
C -2.171 0.672 0.046  -1.0241
C 1.017 -0.061 1.906  -0.7694
C 1.643 0.386 0.588  -0.5479
C 2.261 -6.590 -3.867  -0.9988
H 1.801 -7.500 -4.226  0.4391
H 0.794 2.025 2.428  0.0438
H -1.648 0.217 2.431  0.4482
H 0.371 0.913 3.733  0.4631
H -0.232 5.480 0.738  0.3193
H -0.917 4.997 3.674  0.2614
H -1.053 6.736 1.646  0.3792
H -1.676 1.894 2.933  0.3539
H -3.429 -1.074 1.591  0.2864
H 5.279 -6.662 -4.628  0.3837
H 1.202 1.309 0.216  0.3091
H 1.782 -0.509 2.542  0.4266
H 0.354 -4.003 -2.081  0.3730
H 0.399 4.291 2.729  0.0049
H -2.912 5.322 2.178  0.3885
H -4.187 0.443 -0.573  0.4366
H 2.721 0.532 0.675  0.4389
H -3.972 1.728 0.591  0.2075
H 0.501 5.961 3.257  0.3776
H -5.110 -0.683 1.233  0.3488
H -4.213 0.252 2.429  0.2969
H 0.300 -0.855 1.682  0.3396
H -1.788 -0.345 0.164  0.4260
H -2.000 0.951 -0.994  0.5393
H 3.830 -3.157 -2.488  0.4732
H 1.004 -1.008 -2.327  0.3924
H -2.653 5.264 0.428  0.3454

Properties
Max |F| in eV/A: 0.7
Gap between HOMO and LUMO in Ha: 0.282
SMILES string: CCCOC(=O)N(CCC)CCCCOC=O.O=C1C=C(O)C(=O)C=C1O
Total charge: 0

---

(2)
The following is a quantum chemistry calculation of a cluster of 2 separate species, C28H42BClN4O6P2S3 in total at a distorted geometry, from OMol25.

Each line ends with the Mulliken charge.
Geometry (Å):
Cl 4.004 -4.219 -1.683  -0.3212
S 2.630 -5.711 3.476  -0.2225
S 0.738 -1.173 -1.519  -0.5264
S -1.521 0.863 -4.313  1.0318
P -1.921 1.608 2.578  0.0561
P 1.917 -4.326 -1.982  0.1944
O -1.298 -0.259 -5.177  -0.6706
O 1.870 -5.775 0.428  -0.1992
O -2.699 0.775 -3.503  -0.5425
O 1.645 -3.240 -3.194  -0.4489
O -2.785 3.899 -2.682  -0.5207
O -0.985 2.829 3.211  -0.4738
N 0.542 -0.220 2.534  -0.1374
N -4.625 7.005 -3.587  -0.0155
N -0.219 -0.686 1.459  0.5436
N -3.477 2.354 2.353  -0.7742
C -1.558 2.392 -0.045  -0.1313
C -4.667 8.678 -2.137  -0.3727
C 4.837 -5.117 1.869  -1.1035
C 1.869 0.310 2.247  -0.4746
C 3.819 -4.496 2.837  0.1923
C 0.750 -2.348 -0.180  1.2637
C 1.321 -4.530 0.644  0.6755
C 1.263 -3.638 -0.407  0.3377
C -0.062 1.141 -3.239  -1.7800
C -1.158 2.359 -1.369  0.0919
C -1.313 -6.524 -0.637  -1.0185
C 0.129 -7.108 -0.785  -0.4693
C -0.462 1.224 -1.779  -0.1791
C -0.158 0.226 -0.876  2.1376
C -5.608 6.708 -2.680  -0.5195
C 2.188 1.487 3.212  -0.8930
C -0.520 0.273 0.463  -1.9282
C 2.037 2.829 2.408  0.2304
C -1.264 1.387 0.855  0.5743
C 3.423 3.144 1.793  -1.3777
C -0.321 4.568 -2.735  -1.1847
C -4.044 8.203 -3.259  -0.5346
C 0.949 -5.055 3.164  -1.1349
C 0.375 -2.900 2.079  -0.4447
C 0.294 -1.964 1.058  -1.4071
C 0.935 -6.856 0.521  -0.4286
C 0.877 -4.166 1.925  -0.4829
C -5.660 7.728 -1.769  -0.3609
B -1.518 3.597 -2.282  0.5114
H 1.534 -7.747 0.746  0.4299
H -4.438 9.603 -1.634  0.4110
H 0.022 0.213 3.280  0.3499
H 3.768 2.246 1.262  0.2841
H 4.367 -5.634 1.027  0.1737
H 3.235 1.383 3.519  0.4506
H -2.019 -7.358 -0.595  0.3232
H 2.059 0.599 1.205  0.3528
H 0.034 -2.625 3.075  0.4449
H 4.170 3.408 2.547  0.3860
H 0.696 -4.421 4.021  0.5007
H -6.181 5.801 -2.762  0.3857
H -2.774 4.818 -2.986  0.2613
H 5.461 -4.313 1.454  0.3046
H 0.576 4.428 -2.118  0.2955
H -1.684 1.984 -5.090  0.1153
H -3.802 2.091 1.423  0.3863
H -0.030 4.417 -3.784  0.3334
H 3.295 3.950 1.061  0.3826
H -1.432 -5.897 0.254  0.2555
H -0.985 2.734 4.171  0.3228
H -1.519 -5.863 -1.488  0.2826
H -2.119 3.266 0.291  0.3466
H -3.243 8.611 -3.852  0.3821
H -3.322 3.365 2.337  0.3033
H 2.609 -0.478 2.485  0.1457
H 0.222 -6.758 1.344  0.1034
H 1.556 1.481 4.107  0.2526
H -0.633 5.616 -2.605  0.4323
H 0.204 -5.852 3.117  0.4618
H 1.678 3.616 3.074  0.4077
H 5.520 -5.812 2.372  0.3775
H 0.050 -8.196 -0.880  0.4798
H 0.371 2.097 -3.555  0.4287
H -4.370 6.434 -4.372  0.2234
H -6.334 7.789 -0.931  0.4146
H 0.683 -6.682 -1.622  0.1704
H 2.491 -2.794 -3.366  0.2946
H 1.360 2.629 1.570  -0.2088
H 0.604 0.305 -3.466  0.5482
H 3.356 -3.616 2.378  -0.2405
H 4.395 -4.112 3.689  0.4822

Properties
Max |F| in eV/A: 2.0
Gap between HOMO and LUMO in Ha: 0.280
SMILES string: CCCCNN1c2cc(CSCC)c(OCCC)c(P(O)Cl)c2Sc2c(C[SH](=O)=O)c(B(C)O)cc(P(N)O)c21.c1cc[nH]c1
Total charge: 0

---

(3)
The following is a quantum chemistry calculation of an isolated molecule of C2H2ClP at a distorted geometry, from OMol25.

Each line ends with the Mulliken charge.
Geometry (Å):
Cl -3.097 0.777 0.000  -0.1394
P -1.307 -1.901 0.000  -0.0558
C -0.355 -0.259 0.000  -0.5140
C -1.827 -0.327 0.000  0.2422
H 0.157 0.045 0.907  0.2334
H 0.157 0.044 -0.907  0.2336

Properties
Max |F| in eV/A: 1.4
Gap between HOMO and LUMO in Ha: 0.330
SMILES string: ClC1=PC1
Total charge: 0

---

- Among the records above, which one has the lowest gap between HOMO and LUMO?
  C28H42BClN4O6P2S3

---

- max |F| of number 1 (C18H27NO8)?
  0.7 eV/A